45
Properties=species:S:1:pos:R:3 method="wB97M-V/def2-TZVPD" e_tot_ha=-1891.169096 relative_energy_kj_mol=0.0 smiles="C[C@H]1[C@@H](NS(=O)(=O)c2cc3c(cc2Cl)NC(=O)CO3)CCC[C@@H]1C" molar_mass_g_mol=372.87 orbital_gap_ev=9.25
C -2.27 1.05 -4.51
H -2.97 0.23 -4.41
H -1.70 0.90 -5.43
H -2.83 1.98 -4.61
C -1.32 1.12 -3.31
C -0.22 2.15 -3.59
C 0.76 2.25 -2.42
C 0.03 2.62 -1.14
H 0.72 2.65 -0.30
H -0.42 3.61 -1.25
C -1.09 1.62 -0.84
N -0.51 0.34 -0.44
S -1.25 -0.61 0.69
O -2.25 0.13 1.40
O -1.61 -1.87 0.10
C 0.12 -0.94 1.81
C 0.58 -2.24 1.93
C 1.63 -2.53 2.79
C 2.23 -1.49 3.52
C 1.77 -0.19 3.39
C 0.71 0.08 2.53
Cl 0.13 1.68 2.37
H 2.23 0.61 3.95
N 3.32 -1.80 4.33
C 3.72 -3.07 4.60
O 4.70 -3.31 5.26
C 2.78 -4.14 4.07
H 3.35 -5.04 3.85
O 2.09 -3.81 2.88
H 2.06 -4.37 4.87
H 3.86 -1.04 4.73
H 0.11 -3.02 1.36
H -0.20 -0.22 -1.22
H -1.65 1.95 0.04
C -2.07 1.50 -2.02
C -3.19 0.51 -1.68
H -3.99 0.57 -2.41
H -2.82 -0.51 -1.65
H -3.60 0.74 -0.70
H -2.51 2.49 -2.16
H 1.52 3.00 -2.64
H 1.27 1.29 -2.29
H 0.32 1.87 -4.50
H -0.68 3.13 -3.76
H -0.86 0.14 -3.19


26
Properties=species:S:1:pos:R:3 method="wB97M-V/def2-TZVPD" e_tot_ha=-1388.242009 molar_mass_g_mol=227.31 orbital_gap_ev=3.80
O 1.29 0.41 2.45
N 0.36 1.02 2.28
O -0.48 0.52 1.00
C 0.00 1.04 -0.17
S 0.10 -0.40 -1.35
C 1.23 -1.51 -0.49
C 1.86 -2.52 -1.44
C 0.89 -3.53 -2.08
S -0.39 -4.12 -0.93
H -0.70 1.74 -0.63
H 1.00 1.47 -0.10
H 0.93 0.10 -2.29
H 1.99 -0.89 0.00
H 0.62 -1.98 0.27
H 2.63 -3.05 -0.87
H 2.38 -1.99 -2.24
H 1.46 -4.38 -2.43
H 0.41 -3.10 -2.95
H -0.13 -5.42 -1.07
C -1.80 3.33 2.07
C -2.76 4.46 1.59
O -2.23 5.34 0.89
O -3.94 4.31 1.95
H -0.79 3.53 1.71
H -1.78 3.24 3.16
H -2.15 2.37 1.67


12
Properties=species:S:1:pos:R:3 method="wB97M-V/def2-TZVPD" e_tot_ha=-323.478514 relative_energy_kj_mol=108.1 molar_mass_g_mol=95.10 orbital_gap_ev=10.76
N 2.79 1.58 0.28
C 2.22 0.62 -0.06
C 1.52 -0.55 -0.49
O -1.86 -1.23 1.23
C -1.83 -0.09 0.82
C -0.76 0.45 -0.11
C 0.19 -0.63 -0.52
H 2.14 -1.39 -0.80
H -2.62 0.63 1.11
H -1.27 0.89 -0.98
H -0.25 1.28 0.39
H -0.26 -1.56 -0.86


15
Properties=species:S:1:pos:R:3 method="wB97M-V/def2-TZVPD" e_tot_ha=-283.902351 relative_energy_kj_mol=212.0 smiles="[H]/N=C/NNCC" molar_mass_g_mol=87.13 orbital_gap_ev=9.50
C 2.30 0.52 -0.13
C 1.25 -0.42 0.34
C -2.40 -0.26 -0.03
H 1.80 1.21 -0.77
H 2.78 1.04 0.62
H 3.08 0.12 -0.80
H 1.35 -0.55 1.47
H 1.51 -1.42 -0.13
H -0.39 0.81 0.27
H -1.01 -1.53 -0.75
H -3.17 -0.99 -0.26
H -3.41 1.39 0.15
N -0.03 -0.01 -0.15
N -1.17 -0.91 0.06
N -2.49 0.99 0.10


9
Properties=species:S:1:pos:R:3 method="wB97M-V/def2-TZVPD" e_tot_ha=-267.152950 relative_energy_kj_mol=104.6 smiles="C=CC(=O)O" molar_mass_g_mol=72.06 orbital_gap_ev=11.17
C 0.75 1.01 -0.14
C -0.38 0.01 -0.49
C -0.43 -1.24 -0.04
O 0.78 1.17 1.18
O 1.21 1.76 -0.94
H 0.02 0.51 1.43
H -0.88 0.27 -1.41
H 0.02 -1.52 0.91
H -1.07 -1.98 -0.49


20
Properties=species:S:1:pos:R:3 method="wB97M-V/def2-TZVPD" e_tot_ha=-237.009758 relative_energy_kj_mol=4.3 smiles=CCC(C)CC molar_mass_g_mol=86.18 orbital_gap_ev=12.18
C 2.58 -0.03 -0.09
C 1.23 -0.68 -0.41
C 0.01 0.02 0.22
C -0.09 1.48 -0.21
C -1.27 -0.76 -0.12
C -2.51 -0.32 0.65
H 2.71 0.07 0.99
H 3.40 -0.64 -0.48
H 2.67 0.96 -0.53
H 1.09 -0.70 -1.50
H 1.25 -1.72 -0.08
H 0.14 -0.01 1.32
H -0.96 1.97 0.25
H 0.79 2.05 0.09
H -0.19 1.56 -1.30
H -1.09 -1.83 0.07
H -1.45 -0.67 -1.20
H -2.78 0.72 0.42
H -3.37 -0.94 0.39
H -2.35 -0.39 1.73


20
Properties=species:S:1:pos:R:3 method="wB97M-V/def2-TZVPD" e_tot_ha=-348.919265 relative_energy_kj_mol=602.2 molar_mass_g_mol=112.17 orbital_gap_ev=9.97
C 0.18 1.14 -0.93
C 0.09 0.41 0.27
C -1.32 0.56 0.89
C -2.09 -0.47 -0.17
C 0.08 -1.11 0.14
C 1.60 -1.20 -0.20
C 1.79 0.10 0.39
H 0.57 2.25 -0.59
H 0.93 0.83 -1.76
H -0.87 1.58 -1.70
H -1.08 0.42 2.01
H -1.58 1.56 0.90
H -2.41 0.35 -1.08
H -2.94 -0.91 0.48
H -0.19 -1.40 1.24
H 2.06 -2.06 0.34
H 2.06 -1.29 -1.18
H 2.40 0.76 0.03
H 1.93 0.02 1.50
O -1.22 -1.52 -0.57


71
Properties=species:S:1:pos:R:3 method="wB97M-V/def2-TZVPD" e_tot_ha=-7667.062364 spin_multiplicity=2 relative_energy_kj_mol=379.1 molar_mass_g_mol=744.77 charge=+3 orbital_gap_ev="5.90 / 5.25"
Pd 0.83 -1.00 1.48
C -4.34 0.78 1.33
Si -3.40 -0.62 0.55
C -3.61 -0.77 -1.29
C -3.29 -2.23 1.47
Ge -1.04 0.33 0.92
Si -0.53 2.77 0.03
C 1.30 2.77 0.42
C -0.95 2.69 -1.77
C -1.61 3.92 0.98
Si -0.84 0.85 3.70
C -1.44 -0.76 4.39
C -1.90 2.29 4.13
C 0.97 1.25 3.87
H -5.41 0.58 1.25
H -4.15 1.72 0.81
H -4.11 0.90 2.39
H -4.67 -0.88 -1.53
H -3.10 -1.65 -1.67
H -3.25 0.11 -1.82
H -4.01 -2.95 1.06
H -3.51 -2.11 2.53
H -2.30 -2.67 1.36
H 1.68 1.75 0.47
H 1.50 3.26 1.38
H 1.86 3.31 -0.35
H -0.30 2.00 -2.32
H -0.83 3.68 -2.20
H -1.98 2.38 -1.93
H -1.34 3.99 2.03
H -2.67 3.64 0.91
H -1.52 4.92 0.54
H -2.51 -0.71 4.58
H -0.95 -0.92 5.36
H -1.24 -1.62 3.76
H -2.90 2.28 3.69
H -1.42 3.23 3.89
H -2.02 2.24 5.22
H 1.58 0.98 3.01
H 1.39 0.75 4.75
H 1.09 2.33 4.03
Cl 2.70 -1.74 3.25
C 1.78 -3.23 3.64
Cl 0.39 -3.37 2.53
H 1.41 -3.15 4.66
H 2.42 -4.09 3.51
C 4.28 -0.61 0.15
N 4.09 -1.05 -1.24
C 3.05 -1.69 -1.73
S 1.67 -2.21 -0.72
N 2.99 -1.99 -3.01
C 4.04 -1.68 -3.98
H 5.04 0.16 0.16
H 4.61 -1.44 0.78
H 3.35 -0.21 0.53
H 4.90 -0.96 -1.84
H 2.22 -2.57 -3.31
H 4.94 -2.25 -3.78
H 4.27 -0.61 -3.96
H 3.68 -1.94 -4.97
Se -0.08 -1.05 -1.78
C 0.19 -0.87 -3.64
C 1.12 0.03 -4.16
C 1.20 0.15 -5.54
N 0.43 -0.56 -6.37
C -0.45 -1.42 -5.87
C -0.61 -1.62 -4.50
H 1.76 0.61 -3.51
H 1.89 0.84 -6.00
H -1.05 -1.96 -6.58
H -1.31 -2.35 -4.12